This record from the OMol25 dataset describes a 2-piece molecular cluster, C6H12 overall. The level of theory is ωB97M-V/def2-TZVPD.

energy relative to the best compared isomer or geometry (same formula, charge and spin)	47.09	kcal per mole
HOMO energy	-9.540	eV
net charge	0
LUMO	1.23	eV
multiplicity	1

Last column: natural (NBO) charge in e.
CARTESIAN COORDINATES (ANGSTROEM)
1 C -0.862 1.059 -1.472  -0.606
2 C -1.257 -0.099 -0.542  -0.455
3 C -1.293 0.323 0.902  -0.162
4 C -0.880 -0.376 1.956  -0.412
5 C 2.059 -0.711 0.619  -0.388
6 C 2.159 -0.493 -0.687  -0.397
7 H -0.059 1.671 -1.044  0.202
8 H -1.717 1.722 -1.641  0.207
9 H -0.520 0.706 -2.452  0.213
10 H -0.598 -0.965 -0.678  0.218
11 H -2.270 -0.427 -0.807  0.214
12 H -1.735 1.306 1.072  0.189
13 H -0.972 0.024 2.963  0.200
14 H -0.431 -1.364 1.865  0.194
15 H 1.561 -0.005 1.276  0.205
16 H 2.439 -1.620 1.081  0.192
17 H 1.745 0.402 -1.145  0.192
18 H 2.648 -1.197 -1.354  0.193


This record from the OMol25 dataset describes a 3-piece molecular cluster, C36H49F25N2O8 overall. The level of theory is ωB97M-V/def2-TZVPD.

energy relative to the best compared isomer or geometry (same formula, charge and spin)	64.39	kcal per mole
HOMO energy	-8.541	eV
net charge	0
LUMO	0.05	eV
multiplicity	1

Last column: Löwdin charge in e.
CARTESIAN COORDINATES (ANGSTROEM)
1 C 6.925 -2.133 -0.636  -0.112
2 C 7.501 -1.462 -1.928  -0.255
3 C 6.705 -1.768 -3.245  -0.217
4 C 5.147 -1.828 -3.060  -0.202
5 C 4.543 -0.570 -2.325  -0.195
6 C 3.494 0.223 -3.175  -0.141
7 C 3.281 1.707 -2.668  -0.103
8 N 2.230 1.771 -1.592  -0.025
9 C 1.027 2.490 -2.109  -0.050
10 C -0.105 2.462 -1.013  -0.266
11 C -0.879 1.081 -1.026  -0.115
12 C -1.385 0.609 0.379  -0.189
13 C -2.673 -0.307 0.312  -0.144
14 C -3.929 0.647 0.366  -0.202
15 N -4.721 0.479 1.606  -0.137
16 C -5.836 1.471 1.664  -0.058
17 C -5.323 -0.838 1.645  -0.483
18 C -5.547 -1.496 3.050  0.013
19 O -5.660 -1.445 0.663  0.084
20 O 0.329 2.881 0.276  -0.074
21 C 1.509 2.189 0.704  -0.234
22 C 1.870 2.460 2.185  -0.066
23 C 1.834 3.972 2.613  -0.046
24 C 2.376 4.153 4.067  -0.376
25 F 2.214 5.482 4.417  0.088
26 F 1.576 3.410 4.897  0.105
27 C 3.918 3.831 4.222  -0.297
28 F 4.536 3.718 3.016  0.141
29 F 4.507 4.910 4.845  0.120
30 C 4.255 2.590 5.119  -0.305
31 F 3.562 1.468 4.800  0.152
32 F 3.893 2.939 6.400  0.133
33 C 5.774 2.204 5.192  -0.491
34 F 6.298 1.810 4.029  0.190
35 F 5.848 1.117 6.023  0.136
36 F 6.520 3.153 5.797  0.168
37 C 2.726 2.368 -0.299  -0.185
38 C 3.074 3.876 -0.502  -0.113
39 O 4.196 4.317 0.256  -0.151
40 O 4.354 5.654 -0.104  -0.014
41 C 3.914 1.452 0.158  -0.644
42 O 5.093 1.651 -0.114  0.037
43 O 3.571 0.400 0.813  -0.057
44 H 7.006 -3.244 -0.622  0.075
45 H 5.896 -1.780 -0.380  0.062
46 H 7.563 -1.773 0.213  0.077
47 H 7.422 -0.355 -1.758  0.098
48 H 8.598 -1.655 -2.018  0.104
49 H 6.902 -0.966 -4.004  0.108
50 H 7.040 -2.763 -3.619  0.105
51 H 4.944 -2.711 -2.404  0.101
52 H 4.667 -1.957 -4.063  0.107
53 H 5.380 0.121 -2.098  0.100
54 H 4.012 -0.930 -1.410  0.097
55 H 2.479 -0.242 -3.204  0.116
56 H 3.886 0.301 -4.216  0.120
57 H 4.228 2.227 -2.422  0.143
58 H 2.858 2.248 -3.554  0.127
59 H 1.933 0.808 -1.383  0.160
60 H 1.251 3.520 -2.464  0.145
61 H 0.679 1.922 -3.009  0.152
62 H -0.849 3.229 -1.348  0.161
63 H -1.730 1.106 -1.751  0.130
64 H -0.183 0.280 -1.400  0.107
65 H -0.590 -0.023 0.858  0.098
66 H -1.580 1.450 1.081  0.119
67 H -2.637 -0.952 1.224  0.112
68 H -2.699 -0.901 -0.625  0.116
69 H -3.623 1.721 0.317  0.123
70 H -4.561 0.452 -0.536  0.116
71 H -5.989 2.027 0.710  0.093
72 H -6.789 0.929 1.879  0.097
73 H -5.591 2.214 2.459  0.090
74 H -6.613 -1.792 3.146  0.085
75 H -5.292 -0.727 3.809  0.080
76 H -4.881 -2.389 3.103  0.089
77 H 1.263 1.095 0.639  0.132
78 H 2.839 2.032 2.507  0.110
79 H 1.088 1.944 2.799  0.140
80 H 2.356 4.669 1.926  0.114
81 H 0.761 4.287 2.627  0.141
82 H 3.242 4.181 -1.564  0.135
83 H 2.192 4.482 -0.155  0.133
84 H 4.442 6.171 0.718  0.117
85 C 1.708 -3.616 2.120  -0.035
86 C 1.902 -3.715 0.595  -0.436
87 C 1.055 -2.768 -0.249  -0.298
88 F -0.267 -2.997 -0.103  0.085
89 F 1.332 -2.940 -1.569  0.085
90 F 1.718 -4.999 0.205  0.132
91 F 3.209 -3.427 0.345  0.110
92 O 0.852 -4.586 2.720  0.043
93 C -0.513 -4.313 2.764  -0.524
94 C -1.329 -5.355 1.999  -0.278
95 F -0.988 -5.376 0.694  0.100
96 F -2.650 -5.058 2.061  0.093
97 F -0.756 -3.056 2.343  0.129
98 F -0.865 -4.351 4.069  0.145
99 H 2.687 -3.821 2.557  0.152
100 H 1.467 -2.602 2.443  0.147
101 H 1.263 -1.722 0.002  0.157
102 H -1.172 -6.354 2.411  0.177
103 C -9.041 -2.824 -2.694  -0.043
104 C -7.554 -3.016 -3.047  -0.435
105 C -6.590 -1.983 -2.470  -0.302
106 F -6.846 -0.737 -2.927  0.084
107 F -5.316 -2.275 -2.840  0.090
108 F -7.426 -3.094 -4.393  0.128
109 F -7.188 -4.235 -2.560  0.109
110 O -9.856 -2.193 -3.679  0.041
111 C -9.920 -0.802 -3.682  -0.525
112 C -9.409 -0.209 -4.996  -0.280
113 F -8.115 -0.532 -5.204  0.098
114 F -9.483 1.143 -4.965  0.096
115 F -9.284 -0.299 -2.608  0.139
116 F -11.226 -0.481 -3.533  0.144
117 H -9.459 -3.828 -2.612  0.148
118 H -9.180 -2.383 -1.706  0.146
119 H -6.626 -1.972 -1.377  0.144
120 H -9.994 -0.576 -5.842  0.176


This record from the OMol25 dataset describes a 8-piece molecular cluster, C38H44N8 overall. The level of theory is ωB97M-V/def2-TZVPD.

HOMO energy	-9.545	eV
net charge	0
LUMO	0.42	eV
multiplicity	1

Last column: Löwdin charge in e.
CARTESIAN COORDINATES (ANGSTROEM)
1 N -18.150 -0.457 -6.532  0.053
2 C -16.945 -0.335 -5.993  -0.167
3 C -16.598 -0.819 -4.738  -0.067
4 C -17.551 -1.548 -4.050  -0.081
5 C -18.832 -1.610 -4.562  -0.072
6 C -19.093 -1.017 -5.788  -0.154
7 H -16.223 0.222 -6.583  0.108
8 H -15.563 -0.813 -4.424  0.100
9 H -17.305 -2.048 -3.121  0.107
10 H -19.620 -2.183 -4.089  0.097
11 H -20.087 -1.070 -6.219  0.106
12 N -19.962 3.484 -11.641  0.055
13 C -19.790 3.740 -10.340  -0.177
14 C -19.694 2.766 -9.375  -0.087
15 C -19.809 1.438 -9.771  -0.060
16 C -19.801 1.166 -11.125  -0.069
17 C -19.871 2.223 -12.023  -0.163
18 H -19.678 4.797 -10.113  0.100
19 H -19.478 2.998 -8.342  0.082
20 H -19.592 0.667 -9.039  0.100
21 H -19.649 0.158 -11.491  0.102
22 H -19.918 2.052 -13.093  0.102
23 N -15.542 4.376 -8.360  0.050
24 C -14.354 4.142 -8.911  -0.158
25 C -14.061 4.393 -10.243  -0.070
26 C -15.079 4.891 -11.036  -0.081
27 C -16.334 5.113 -10.505  -0.062
28 C -16.497 4.855 -9.145  -0.158
29 H -13.563 3.859 -8.223  0.103
30 H -13.082 4.159 -10.632  0.101
31 H -14.879 5.108 -12.081  0.108
32 H -17.169 5.454 -11.097  0.100
33 H -17.493 4.942 -8.716  0.092
34 N -23.131 1.073 -7.148  0.050
35 C -23.606 1.650 -8.244  -0.158
36 C -23.271 2.948 -8.609  -0.075
37 C -22.480 3.704 -7.756  -0.089
38 C -21.911 3.065 -6.661  -0.092
39 C -22.338 1.784 -6.348  -0.159
40 H -24.210 1.024 -8.890  0.101
41 H -23.704 3.439 -9.473  0.103
42 H -22.292 4.762 -7.882  0.108
43 H -21.253 3.604 -5.995  0.083
44 H -22.048 1.288 -5.430  0.082
45 N -14.581 1.142 0.102  0.065
46 C -14.651 1.418 -1.194  -0.166
47 C -14.951 2.681 -1.695  -0.079
48 C -15.139 3.706 -0.785  -0.089
49 C -15.059 3.422 0.574  -0.074
50 C -14.809 2.117 0.973  -0.160
51 H -14.561 0.573 -1.868  0.101
52 H -15.272 2.744 -2.729  0.086
53 H -15.385 4.716 -1.094  0.103
54 H -15.191 4.227 1.285  0.104
55 H -14.883 1.833 2.015  0.083
56 N -19.504 2.379 -4.552  0.075
57 C -19.397 2.895 -3.332  -0.149
58 C -18.325 3.655 -2.912  -0.073
59 C -17.386 4.021 -3.858  -0.089
60 C -17.499 3.546 -5.147  -0.048
61 C -18.549 2.681 -5.422  -0.162
62 H -20.132 2.535 -2.616  0.092
63 H -18.209 3.871 -1.858  0.098
64 H -16.515 4.585 -3.537  0.102
65 H -16.797 3.792 -5.935  0.089
66 H -18.470 2.051 -6.305  0.085
67 C -23.192 1.061 -1.016  -0.089
68 C -22.138 0.232 -1.759  -0.248
69 C -22.275 -1.271 -1.581  -0.192
70 C -22.627 -1.755 -0.246  -0.246
71 N -22.918 -2.159 0.784  0.147
72 H -22.761 1.942 -0.546  0.069
73 H -23.705 0.496 -0.237  0.063
74 H -23.978 1.383 -1.704  0.074
75 H -21.157 0.509 -1.347  0.084
76 H -22.016 0.505 -2.806  0.096
77 H -21.345 -1.794 -1.837  0.108
78 H -23.007 -1.713 -2.268  0.126
79 C -17.827 0.414 -0.438  -0.102
80 C -18.413 1.529 0.416  -0.261
81 C -18.874 1.075 1.801  -0.176
82 C -17.733 1.000 2.706  -0.224
83 N -16.831 0.927 3.411  0.156
84 H -18.545 -0.388 -0.622  0.068
85 H -16.995 -0.079 0.074  0.072
86 H -17.462 0.864 -1.361  0.059
87 H -19.240 1.983 -0.143  0.090
88 H -17.711 2.363 0.509  0.093
89 H -19.373 0.103 1.760  0.122
90 H -19.621 1.753 2.219  0.120


This record from the OMol25 dataset describes a 11-piece molecular cluster, C12H46N20O11 overall. The level of theory is ωB97M-V/def2-TZVPD.

energy relative to the best compared isomer or geometry (same formula, charge and spin)	116.21	kcal per mole
HOMO energy	-8.919	eV
net charge	0
LUMO	-0.47	eV
multiplicity	1

Last column: Löwdin charge in e.
CARTESIAN COORDINATES (ANGSTROEM)
1 C 2.363 -1.310 -3.091  -0.686
2 O 1.960 -0.217 -3.459  0.036
3 N 2.451 -2.360 -3.949  0.147
4 N 2.654 -1.647 -1.837  0.185
5 H 3.067 -3.107 -3.660  0.098
6 H 2.294 -2.111 -4.915  0.113
7 H 2.403 -1.103 -1.024  0.088
8 H 3.096 -2.538 -1.660  0.093
9 C -4.100 1.041 0.392  -0.845
10 O -4.324 0.422 1.373  0.088
11 N -4.420 0.779 -0.798  0.196
12 N -3.374 2.098 0.397  0.170
13 H -5.142 0.093 -0.966  0.147
14 H -4.251 1.508 -1.477  0.123
15 H -3.333 2.527 1.311  0.128
16 H -3.209 2.614 -0.455  0.111
17 C -0.724 5.585 0.622  -0.803
18 O -0.367 6.596 0.032  0.031
19 N -1.246 5.635 1.786  0.170
20 N -0.528 4.368 0.184  0.178
21 H -1.645 4.804 2.199  0.104
22 H -1.710 6.452 2.155  0.130
23 H -0.948 3.616 0.711  0.089
24 H -0.270 4.303 -0.791  0.091
25 C -3.256 -2.212 3.099  -0.804
26 O -3.888 -1.445 3.819  0.024
27 N -2.703 -3.372 3.394  0.152
28 N -3.044 -1.898 1.884  0.184
29 H -2.853 -3.800 4.297  0.126
30 H -2.277 -3.959 2.691  0.116
31 H -2.449 -2.415 1.253  0.092
32 H -3.518 -1.108 1.468  0.064
33 C -1.933 -0.510 -4.052  -0.863
34 O -2.622 0.252 -4.683  0.029
35 N -2.058 -0.697 -2.824  0.211
36 N -1.059 -1.253 -4.641  0.180
37 H -2.738 -0.173 -2.292  0.096
38 H -1.717 -1.533 -2.372  0.059
39 H -0.810 -1.141 -5.613  0.126
40 H -0.359 -1.763 -4.123  0.077
41 C 1.120 3.260 -3.033  -0.807
42 O 2.283 3.402 -2.900  0.072
43 N 0.441 2.139 -2.969  0.185
44 N 0.335 4.292 -3.283  0.154
45 H -0.548 2.085 -2.768  0.097
46 H 0.965 1.280 -3.051  0.054
47 H 0.744 5.210 -3.384  0.122
48 H -0.667 4.174 -3.313  0.103
49 C 3.268 -3.466 2.630  -0.743
50 O 2.354 -3.444 3.422  0.043
51 N 4.496 -3.894 2.940  0.170
52 N 3.148 -3.059 1.409  0.179
53 H 5.139 -3.558 2.238  0.099
54 H 4.754 -3.912 3.916  0.123
55 H 3.956 -3.105 0.805  0.112
56 H 2.281 -2.582 1.208  0.092
57 C -1.169 -3.547 -1.846  -0.841
58 O -2.033 -3.023 -1.180  0.028
59 N 0.031 -3.718 -1.431  0.202
60 N -1.384 -3.951 -3.035  0.187
61 H 0.380 -3.456 -0.520  0.118
62 H 0.741 -4.030 -2.077  0.104
63 H -2.268 -3.736 -3.474  0.137
64 H -0.872 -4.725 -3.435  0.128
65 C 3.728 3.057 0.963  -0.730
66 O 4.866 2.597 0.639  -0.034
67 N 2.882 3.602 0.174  0.188
68 N 3.369 3.023 2.264  0.146
69 H 3.175 3.583 -0.792  0.104
70 H 2.136 4.174 0.544  0.102
71 H 2.609 3.588 2.615  0.096
72 H 4.052 2.639 2.902  0.109
73 C 0.152 -0.879 4.353  -0.807
74 O 1.223 -0.463 4.696  0.032
75 N -0.948 -0.192 4.401  0.192
76 N 0.052 -1.954 3.616  0.176
77 H -0.877 0.693 4.882  0.118
78 H -1.826 -0.516 4.021  0.077
79 H -0.830 -2.396 3.396  0.059
80 H 0.891 -2.510 3.531  0.043
81 C -0.378 0.054 0.343  -0.074
82 C 0.925 0.688 0.787  -0.303
83 O 1.891 -0.305 1.104  -0.095
84 H -0.217 -0.737 -0.388  0.050
85 H -1.004 0.768 -0.192  0.048
86 H -0.875 -0.382 1.210  0.056
87 H 0.735 1.336 1.643  0.110
88 H 1.336 1.303 -0.014  0.093
89 H 2.025 -0.424 2.048  0.073


Sequential total energy output: -235.7432; -4609.0708; -1912.3773; -2407.8529 Eh